The following is a DFT calculation (wB97M-V/def2-TZVPD) of 9 unconnected molecules or ions with the total composition C32H76N7O13.

CARTESIAN COORDINATES (ANGSTROEM)
C1 0.236 -2.341 14.931
O1 0.715 -1.932 16.165
H1 -0.340 -1.525 14.448
H2 1.063 -2.574 14.222
H3 -0.425 -3.239 14.957
C2 -3.762 -2.957 14.212
N1 -3.384 -1.516 14.291
O2 -3.522 -0.908 15.324
O3 -2.934 -1.065 13.246
H4 -4.552 -3.107 14.941
H5 -2.874 -3.509 14.513
H6 -3.960 -3.201 13.178
C3 3.016 0.156 12.417
C4 4.238 -0.746 12.448
C5 3.866 -2.212 12.169
O4 3.234 -2.352 10.914
C6 3.322 -3.589 10.269
N2 5.153 -0.264 11.411
H7 3.247 1.183 12.693
H8 2.165 -0.218 12.996
H9 2.575 0.166 11.413
H10 4.715 -0.650 13.424
H11 3.306 -2.685 12.982
H12 4.847 -2.705 12.098
H13 3.057 -4.404 10.958
H14 4.308 -3.876 9.884
H15 2.586 -3.585 9.467
H16 6.016 -0.798 11.484
H17 4.829 -0.405 10.463
C7 -3.076 -4.363 18.345
C8 -1.921 -3.511 18.890
C9 -0.612 -4.221 18.638
O5 0.470 -3.540 19.279
C10 1.655 -4.300 19.285
N3 -1.986 -2.167 18.280
H18 -2.995 -5.394 18.718
H19 -3.058 -4.432 17.251
H20 -4.093 -4.038 18.577
H21 -2.081 -3.373 19.966
H22 -0.392 -4.321 17.568
H23 -0.549 -5.223 19.084
H24 1.551 -5.154 19.966
H25 2.405 -3.598 19.649
H26 2.017 -4.653 18.315
H27 -1.848 -2.417 17.298
H28 -2.951 -1.859 18.352
C11 4.681 1.636 15.973
C12 3.911 0.437 15.487
C13 4.649 -0.915 15.552
O6 5.918 -0.708 14.952
C14 6.759 -1.827 15.077
N4 2.641 0.321 16.224
H29 5.653 1.725 15.477
H30 4.910 1.676 17.040
H31 4.128 2.536 15.696
H32 3.607 0.643 14.448
H33 4.010 -1.722 15.187
H34 4.824 -1.043 16.629
H35 7.736 -1.633 14.638
H36 6.321 -2.748 14.685
H37 6.975 -2.000 16.141
H38 2.138 -0.492 15.848
H39 2.061 1.129 16.081
C15 -1.413 2.300 14.659
C16 -0.534 1.747 15.827
C17 0.184 2.869 16.609
O7 1.053 2.357 17.575
C18 1.925 3.334 18.080
N5 -1.370 0.994 16.756
H40 -1.988 1.428 14.346
H41 -0.821 2.533 13.766
H42 -2.024 3.159 14.938
H43 0.180 1.142 15.265
H44 -0.642 3.476 17.012
H45 0.752 3.488 15.899
H46 1.411 4.249 18.397
H47 2.631 3.655 17.304
H48 2.489 2.898 18.899
H49 -2.001 1.687 17.166
H50 -2.049 0.442 16.240
C19 3.745 -8.434 16.689
C20 5.062 -7.678 16.473
C21 4.887 -6.346 15.785
O8 3.701 -5.680 16.178
C22 3.725 -4.283 15.977
N6 5.805 -7.570 17.739
H51 3.241 -8.490 15.714
H52 3.037 -7.783 17.215
H53 3.756 -9.392 17.198
H54 5.676 -8.337 15.852
H55 4.778 -6.477 14.698
H56 5.746 -5.677 15.901
H57 2.753 -3.782 16.006
H58 4.141 -3.994 14.998
H59 4.412 -3.763 16.653
H60 5.851 -8.423 18.294
H61 5.216 -7.060 18.407
C23 -1.034 -2.714 11.353
C24 -0.699 -1.417 10.599
C25 -0.704 -0.195 11.509
O9 -0.394 0.941 10.767
C26 -0.358 2.201 11.423
N7 0.504 -1.646 9.803
H62 -0.549 -3.596 10.942
H63 -2.105 -2.828 11.498
H64 -0.568 -2.600 12.343
H65 -1.474 -1.193 9.846
H66 0.067 -0.356 12.284
H67 -1.682 -0.146 12.001
H68 -1.142 2.259 12.185
H69 -0.432 2.981 10.676
H70 0.591 2.186 11.973
H71 0.826 -0.716 9.537
H72 1.173 -2.051 10.458
C27 -0.964 -6.053 15.291
C28 0.349 -6.296 15.182
C29 1.073 -6.503 13.886
O10 2.246 -6.764 13.742
C30 0.205 -6.215 12.747
C31 -1.127 -6.037 12.845
C32 -1.885 -6.006 14.148
O11 -3.087 -5.955 14.229
O12 -1.872 -5.880 11.731
O13 1.096 -6.355 16.297
H73 -1.402 -6.166 16.275
H74 0.572 -6.368 11.736
H75 -1.311 -6.109 10.980
H76 2.038 -6.293 16.011

Summary:
- HOMO-LUMO gap (eV) = 3.95
- net charge = -1
- highest occupied orbital energy (eV) = -3.37
- LUMO (eV) = 0.5797


The following is a DFT calculation (wB97M-V/def2-TZVPD) of 3 unconnected molecules or ions with the total composition C5H7NS2.

CARTESIAN COORDINATES (ANGSTROEM)
C1 -0.248 1.954 1.304
C2 -0.711 1.024 0.017
C3 0.070 -0.270 -0.312
C4 -0.636 -1.298 -0.627
C5 1.545 -0.098 -0.162
H1 1.034 1.599 1.426
H2 -0.568 3.583 0.952
H3 -1.111 1.746 2.522
H4 -1.788 -1.338 -0.799
H5 -0.565 -3.352 -0.909
H6 0.946 -2.613 -1.147
H7 2.145 -0.997 -0.046
N1 -0.023 -2.390 -1.166
S1 -2.280 1.076 -0.572
S2 2.191 1.376 -0.481

Summary:
- HOMO-LUMO gap (eV) = 7.43
- energy relative to the best compared isomer or geometry (same formula, charge and spin) (kcal/mol) = 175.4
- highest occupied orbital energy (eV) = -8.35
- LUMO (eV) = -0.9267


The following is a DFT calculation (wB97M-V/def2-TZVPD) of a molecular structure, C16H19BFeN6Se.

CARTESIAN COORDINATES (ANGSTROEM)
C1 -2.364 -1.447 1.697
N1 -1.609 -1.478 0.563
N2 -2.108 -2.520 -0.212
C2 -3.014 -3.211 0.502
C3 -3.218 -2.552 1.720
B1 -1.522 -2.724 -1.608
N3 -1.438 -1.350 -2.336
N4 -0.920 -0.220 -1.709
C4 -1.020 0.788 -2.611
C5 -1.497 0.283 -3.824
C6 -1.721 -1.063 -3.616
Fe1 -0.051 -0.548 0.269
N5 -0.013 -2.994 -1.345
N6 0.740 -2.044 -0.649
C7 2.031 -2.477 -0.663
C8 2.080 -3.739 -1.295
C9 0.771 -4.008 -1.709
H1 2.808 -1.841 -0.243
H2 0.312 -4.828 -2.257
H3 2.932 -4.375 -1.451
H4 -2.083 -3.565 -2.254
H5 -2.041 -1.872 -4.273
H6 -3.431 -4.118 0.106
H7 -1.663 0.829 -4.746
H8 -3.880 -2.837 2.514
H9 -0.748 1.800 -2.331
H10 -2.227 -0.641 2.381
H11 2.014 0.675 -1.068
C10 1.977 1.769 -1.146
H12 2.183 2.081 -2.178
H13 0.954 2.071 -0.887
H14 2.667 2.205 -0.409
Se1 0.551 0.561 2.116
C11 0.966 2.417 2.508
C12 1.655 2.653 3.722
C13 1.974 3.947 4.131
C14 1.602 5.033 3.327
C15 0.917 4.815 2.131
C16 0.564 3.521 1.732
H15 1.929 1.809 4.359
H16 2.508 4.106 5.067
H17 1.827 6.049 3.652
H18 0.640 5.657 1.496
H19 -0.033 3.385 0.824

Summary:
- HOMO-LUMO gap (alpha / beta) (eV) = 4.26 / 4.21
- ⟨S²⟩ = 6.199
- net charge = +2
- spin multiplicity = 5
- highest occupied orbital energy (alpha / beta) (eV) = -14.91 / -14.84
- LUMO (alpha / beta) (eV) = -10.6436 / -10.6318


The following is a DFT calculation (wB97M-V/def2-TZVPD) of a molecular structure, C20H10F3N4O10Pt.

CARTESIAN COORDINATES (ANGSTROEM)
Pt1 -0.175 -0.378 -0.214
O1 -2.920 -2.613 1.739
C1 -2.022 -1.915 1.305
O2 -1.800 -1.661 0.052
C2 -1.061 -1.233 2.278
C3 -1.064 -1.364 3.652
C4 -0.111 -0.667 4.386
C5 0.819 0.139 3.738
C6 0.773 0.226 2.360
N1 -0.154 -0.454 1.693
C7 1.720 1.000 1.443
O3 2.617 1.667 1.923
O4 1.468 0.865 0.178
H1 -1.794 -2.016 4.110
H2 -0.088 -0.763 5.464
H3 1.584 0.681 4.275
F1 -4.969 5.196 0.814
C8 -4.395 4.850 -0.351
F2 -3.753 5.946 -0.807
F3 -5.393 4.608 -1.224
C9 -3.469 3.681 -0.223
C10 -2.834 3.194 -1.359
C11 -1.952 2.138 -1.225
N2 -1.690 1.575 -0.045
C12 -2.315 2.027 1.037
C13 -3.214 3.078 0.999
H4 -3.025 3.633 -2.329
H5 -1.443 1.708 -2.078
H6 -2.088 1.533 1.975
H7 -3.705 3.426 1.897
O5 -0.070 -0.966 -4.347
C14 0.214 -0.955 -3.164
O6 -0.402 -0.254 -2.266
C15 1.418 -1.699 -2.620
C16 2.615 -1.676 -3.295
C17 3.761 -2.185 -2.677
C18 3.741 -2.607 -1.363
C19 2.535 -2.638 -0.683
C20 1.335 -2.247 -1.329
N3 2.535 -3.016 0.696
O7 1.522 -2.811 1.344
O8 3.534 -3.529 1.173
N4 5.006 -2.236 -3.412
O9 5.988 -2.697 -2.853
O10 5.009 -1.831 -4.562
H8 2.672 -1.260 -4.290
H9 4.653 -2.898 -0.866
H10 0.387 -2.604 -0.951

Summary:
- HOMO-LUMO gap (alpha / beta) (eV) = 6.52 / 6.52
- net charge = -1
- energy relative to the best compared isomer or geometry (same formula, charge and spin) (kcal/mol) = 19.6
- highest occupied orbital energy (alpha / beta) (eV) = -5.06 / -5.06
- LUMO (alpha / beta) (eV) = 1.4620 / 1.4620


Molar mass (g mol⁻¹)
767.0, 145.3, 441.0, 718.4